Entry 1:
{"formula": "C14H33ClF5N2O11S2V", "method": "the ωB97M-V functional and the def2-TZVPD basis", "relative_energy_kj_mol": 0.0, "spin_multiplicity": 3, "s_squared": 2.0275, "charge": -2, "gap_ev": [3.711, 7.039], "fmax_ev_per_a": 9.402, "symbols": ["O", "V", "C", "O", "O", "C", "F", "F", "F", "C", "C", "H", "H", "H", "H", "H", "H", "N", "S", "O", "O", "F", "S", "O", "O", "F", "Cl", "C", "C", "O", "H", "H", "H", "H", "H", "H", "C", "C", "O", "H", "H", "H", "H", "H", "H", "C", "O", "C", "C", "N", "C", "C", "O", "C", "H", "H", "H", "H", "H", "H", "H", "H", "H", "H", "H", "H", "H", "H", "H"], "coordinates": [[0.2481, -0.8550, -1.4731], [-0.4554, 0.4247, -0.9986], [2.0585, 1.7764, 1.1212], [1.1761, 1.4764, 2.2616], [1.5219, 1.2213, 0.0130], [2.5310, 3.2977, 1.2372], [2.7847, 3.7969, 2.4383], [3.6721, 3.4583, 0.4609], [1.6077, 4.1725, 0.7650], [1.7417, 1.0885, 3.5504], [0.5710, 1.1136, 4.4884], [0.6993, 0.8197, 5.5302], [0.1845, 2.1326, 4.5078], [-0.1382, 0.4550, 3.9869], [2.5228, 1.7884, 3.8471], [2.1813, 0.0918, 3.5895], [2.9866, 1.2426, 1.3255], [-0.1815, 1.4883, -2.8539], [0.9373, 1.7645, -3.8724], [1.7315, 3.0208, -3.8146], [0.8477, 1.1696, -5.1585], [1.9301, 0.7225, -3.1579], [-1.2449, 2.4425, -3.8254], [-2.0118, 1.7523, -4.8212], [-0.9640, 3.8417, -4.1389], [-2.3632, 2.5613, -2.6912], [-2.8595, -0.6649, -1.8644], [3.7878, -2.8926, -0.2333], [3.8879, -1.3366, 0.0066], [3.2237, -0.8383, -1.1091], [4.0457, -3.5078, 0.6288], [4.3736, -3.1925, -1.1022], [2.7686, -3.2391, -0.4046], [4.8922, -0.9203, 0.0858], [3.3862, -0.9981, 0.9131], [2.6128, -0.1296, -0.8944], [-2.2040, -2.1151, -6.0392], [-1.7621, -2.9646, -4.8540], [-0.9292, -2.2839, -3.9312], [-2.5324, -1.1734, -5.5993], [-3.0920, -2.4271, -6.5890], [-1.3608, -2.1071, -6.7299], [-1.2495, -3.8751, -5.1643], [-2.6233, -3.4528, -4.3979], [-1.4433, -1.6289, -3.4534], [-1.1122, -2.2291, 4.8730], [-0.6805, -2.0830, 3.5459], [-1.5176, -2.5938, 2.5523], [-1.0018, -2.0721, 1.2174], [-0.8959, -0.6061, 1.1403], [-2.1417, 0.0241, 1.6049], [-2.1278, 1.4950, 1.3695], [-1.6171, 1.9516, 0.1368], [-1.6761, 3.4100, 0.0885], [-2.1355, -1.9149, 5.0784], [-0.4716, -1.6661, 5.5518], [-1.1630, -3.2788, 5.1621], [-2.5887, -2.4349, 2.6771], [-1.3683, -3.6732, 2.5795], [-1.6685, -2.2700, 0.3781], [-0.0125, -2.5231, 1.1403], [-0.2480, -0.3891, 1.8840], [-2.2952, -0.1744, 2.6656], [-2.9364, -0.4722, 1.0479], [-1.5446, 1.8254, 2.2290], [-3.1315, 1.9151, 1.4344], [-1.2065, 3.6464, -0.8663], [-1.2235, 3.9348, 0.9299], [-2.7326, 3.6610, -0.0061]], "lowdin_charge": [-0.389, 0.556, -0.394, -0.126, -0.186, -0.497, 0.129, 0.088, 0.107, -0.259, -0.086, 0.069, 0.077, 0.051, 0.102, 0.112, 0.125, -0.294, 0.420, -0.320, -0.265, -0.195, 0.533, -0.287, -0.301, -0.231, -0.145, -0.079, -0.312, -0.097, 0.041, 0.060, 0.065, 0.092, 0.090, 0.022, -0.085, -0.359, -0.102, 0.071, 0.052, 0.067, 0.091, 0.090, -0.057, -0.123, -0.193, -0.244, -0.165, -0.063, -0.219, -0.223, -0.278, -0.036, 0.081, 0.079, 0.078, 0.117, 0.118, 0.103, 0.128, 0.084, 0.111, 0.092, 0.114, 0.129, 0.087, 0.092, 0.090]}

***

Entry 2:
{"formula": "C14H33CrF15FeN14O43S9", "method": "the ωB97M-V functional and the def2-TZVPD basis", "spin_multiplicity": 10, "s_squared": 24.7677, "charge": -1, "gap_ev": [5.213, 3.692], "fmax_ev_per_a": 12.093, "symbols": ["Fe", "Cr", "C", "F", "F", "F", "S", "O", "O", "O", "C", "F", "F", "F", "S", "O", "O", "O", "C", "F", "F", "F", "S", "O", "O", "O", "N", "S", "O", "O", "F", "S", "O", "O", "F", "N", "S", "O", "O", "F", "S", "O", "O", "F", "N", "S", "O", "O", "F", "S", "O", "O", "F", "C", "N", "O", "O", "H", "H", "H", "C", "N", "O", "O", "H", "H", "H", "C", "N", "O", "O", "H", "H", "H", "C", "N", "O", "O", "H", "H", "H", "C", "N", "O", "O", "H", "H", "H", "C", "N", "O", "O", "H", "H", "H", "C", "N", "O", "O", "H", "H", "H", "C", "N", "O", "O", "H", "H", "H", "C", "N", "O", "O", "H", "H", "H", "C", "N", "O", "O", "H", "H", "H", "C", "N", "O", "O", "H", "H", "H"], "coordinates": [[1.3371, -2.2064, 2.3261], [3.4609, 1.9889, -0.6145], [7.0398, 4.7471, 0.0650], [6.1436, 4.9296, 1.0384], [7.6606, 5.8774, -0.2852], [8.0049, 3.8853, 0.5155], [6.1069, 4.0271, -1.4768], [5.0455, 3.2397, -0.8658], [5.6092, 5.1543, -2.3482], [7.0190, 3.1535, -2.1541], [2.1455, 2.7469, -4.9883], [3.3153, 2.1189, -5.1504], [1.8540, 3.4877, -6.0970], [1.2335, 1.7076, -4.7774], [2.2841, 3.8050, -3.4077], [0.9509, 4.4057, -3.1501], [2.6355, 2.8352, -2.3677], [3.3351, 4.7639, -3.7002], [-1.2360, 0.3516, -0.2463], [-1.9165, -0.6120, 0.3182], [-1.7108, 0.7413, -1.3888], [-1.2370, 1.4962, 0.4847], [0.6667, -0.2810, -0.3997], [0.6274, -1.2182, -1.5314], [1.6360, 0.8029, -0.5767], [0.9336, -0.9617, 0.9199], [1.7162, -3.6408, 1.1584], [0.4354, -4.4951, 0.2046], [-0.3662, -5.4487, 1.0246], [0.3524, -4.5270, -1.2299], [-0.5732, -3.2453, 0.3854], [2.6995, -4.4826, 0.2897], [3.0928, -3.8969, -1.0073], [2.9011, -5.8932, 0.5219], [3.9834, -3.9987, 1.2087], [-0.2330, -2.2747, 3.3538], [-0.9676, -3.6780, 4.1996], [-2.0385, -4.3400, 3.4754], [-0.8733, -3.9122, 5.6219], [0.2310, -4.5393, 3.5698], [-1.4545, -1.4551, 3.9564], [-1.1747, -0.8860, 5.2636], [-2.7580, -1.7145, 3.3884], [-1.1494, -0.1812, 3.0303], [4.1620, 0.9475, 0.9371], [4.3764, -0.7313, 1.2323], [3.3964, -1.3446, 2.1703], [5.7043, -1.2887, 1.2304], [3.6950, -1.2004, -0.1149], [4.8460, 1.3764, 2.2835], [6.2945, 1.2195, 2.3038], [4.1101, 1.2179, 3.5145], [4.6087, 3.0008, 2.1438], [4.1414, -3.5056, 5.5131], [2.6366, -3.4346, 5.1463], [2.4005, -2.9447, 4.0362], [1.8427, -3.8508, 5.9143], [4.1415, -2.5976, 6.1162], [4.7639, -3.2991, 4.6425], [4.3576, -4.4995, 5.9051], [-3.1527, 4.9875, -1.5759], [-4.5314, 5.4627, -1.8497], [-4.7156, 6.2062, -2.8195], [-5.4190, 4.9448, -1.2073], [-3.0430, 4.1651, -2.2828], [-3.2379, 4.4775, -0.6163], [-2.3788, 5.7336, -1.7563], [-6.0131, -1.7505, -2.8801], [-4.7676, -2.5611, -3.1449], [-3.6623, -2.2224, -2.7205], [-4.9359, -3.4428, -3.9689], [-5.7957, -0.9376, -2.1873], [-6.8073, -2.3571, -2.4450], [-6.3886, -1.3529, -3.8230], [-4.0279, -4.3195, 0.6842], [-5.4507, -4.5287, 0.2162], [-5.5822, -4.2648, -0.9528], [-6.3283, -5.0925, 0.9160], [-3.7183, -3.2804, 0.7963], [-3.3628, -4.8735, 0.0218], [-3.9991, -4.6110, 1.7341], [-3.2613, 2.0616, 3.7899], [-3.2005, 3.3572, 2.9745], [-3.8335, 4.3608, 3.2735], [-2.5532, 3.2699, 1.9792], [-3.3121, 2.3712, 4.8338], [-2.3729, 1.4300, 3.7878], [-4.1029, 1.4018, 3.5787], [0.4981, 4.9461, 0.2906], [1.7441, 4.5100, 1.0717], [2.5192, 3.7865, 0.5239], [1.7351, 4.7944, 2.2576], [0.1609, 4.1674, -0.3935], [0.6627, 5.8815, -0.2443], [-0.2219, 5.0300, 1.1047], [3.6379, -1.1512, -3.6611], [4.5275, -0.3522, -2.8135], [4.0634, 0.7006, -2.2997], [5.5274, -0.9583, -2.4359], [2.8422, -0.5797, -4.1389], [3.1718, -1.8064, -2.9251], [4.2453, -1.7415, -4.3472], [0.0337, -3.0042, -3.8356], [-0.3728, -3.5888, -5.0997], [0.3865, -4.4061, -5.6326], [-1.4120, -3.1760, -5.6525], [1.0585, -3.2977, -3.6084], [-0.7217, -3.2362, -3.0848], [0.0606, -1.9210, -3.9543], [1.0592, 1.7970, 4.6401], [1.3467, 0.9061, 3.4999], [1.5661, -0.2919, 3.6975], [1.3383, 1.4148, 2.4087], [1.6474, 2.7057, 4.5118], [1.1127, 1.3404, 5.6284], [0.0020, 2.0446, 4.5447], [-5.9102, -0.9377, 2.2191], [-5.2335, -0.4035, 1.0678], [-5.0562, 0.8163, 1.0032], [-4.8772, -1.2623, 0.2333], [-5.6400, -0.3019, 3.0623], [-5.4422, -1.8878, 2.4768], [-6.9600, -1.1901, 2.0699], [-3.3579, 0.3772, -4.9246], [-3.9393, 1.0264, -6.1318], [-4.0363, 2.2738, -6.1723], [-4.4858, 0.2869, -6.9648], [-2.4111, -0.0647, -5.2348], [-3.9620, -0.4311, -4.5126], [-3.1981, 1.1073, -4.1311]], "lowdin_charge": [1.054, 0.759, -0.591, 0.116, 0.125, 0.097, 0.569, -0.400, -0.319, -0.295, -0.552, 0.116, 0.117, 0.053, 0.556, -0.345, -0.393, -0.281, -0.601, 0.170, 0.199, 0.106, 0.688, -0.270, -0.319, -0.407, -0.304, 0.664, -0.243, -0.197, -0.215, 0.489, -0.238, -0.197, -0.220, -0.312, 0.629, -0.228, -0.198, -0.208, 0.480, -0.220, -0.223, -0.206, -0.316, 0.671, -0.355, -0.176, -0.155, 0.530, -0.227, -0.258, -0.188, 0.123, -0.344, -0.057, 0.158, 0.113, 0.103, 0.108, 0.048, -0.445, 0.049, 0.055, 0.103, 0.084, 0.105, 0.030, -0.429, 0.031, 0.068, 0.078, 0.091, 0.098, 0.048, -0.395, 0.056, 0.037, 0.069, 0.109, 0.080, 0.062, -0.415, 0.070, 0.057, 0.095, 0.053, 0.078, 0.085, -0.377, 0.028, 0.074, 0.089, 0.109, 0.083, 0.062, -0.339, -0.027, 0.108, 0.099, 0.087, 0.113, 0.003, -0.415, 0.051, 0.041, 0.093, 0.093, 0.095, 0.080, -0.374, -0.036, 0.108, 0.115, 0.111, 0.097, 0.028, -0.396, 0.079, 0.031, 0.091, 0.091, 0.118, 0.047, -0.400, 0.041, 0.043, 0.104, 0.068, 0.092]}

***

Entry 3:
{"formula": "C14H33F6N3O4P2SSi", "method": "the ωB97M-V functional and the def2-TZVPD basis", "charge": 0, "gap_ev": 8.466, "fmax_ev_per_a": 1.329, "symbols": ["C", "C", "C", "N", "C", "P", "O", "O", "S", "C", "N", "N", "C", "C", "C", "O", "Si", "C", "C", "C", "C", "C", "C", "O", "H", "H", "H", "H", "H", "H", "H", "H", "H", "H", "H", "H", "H", "H", "H", "H", "H", "H", "H", "H", "H", "H", "H", "H", "H", "H", "H", "H", "H", "H", "H", "H", "H", "F", "P", "F", "F", "F", "F", "F"], "coordinates": [[-0.9022, 2.9736, 1.9088], [-1.9270, 2.6243, 0.8612], [-3.1535, 3.4619, 0.9156], [-1.8992, 1.6518, 0.0429], [-0.8404, 0.9262, -0.5791], [0.7831, 1.8418, -0.8543], [1.5931, 1.7237, 0.5193], [1.6112, 0.8699, -1.8622], [0.5685, 3.5961, -1.5662], [-1.3095, 0.6462, -2.0273], [-0.7421, -0.7367, -2.3663], [-0.0618, -0.8383, -3.6324], [-0.0479, -1.3340, -1.1279], [-0.2013, -2.8416, -1.1515], [0.9249, -3.5078, -0.3668], [2.1400, -3.0527, -0.9244], [3.6466, -3.6357, -0.5039], [3.6537, -4.3837, 1.2113], [4.2465, -4.9025, -1.7352], [4.7785, -2.1647, -0.5519], [-0.7797, -0.5289, -0.0615], [-0.4184, -0.6488, 1.4155], [-0.8343, -1.9528, 2.1113], [0.2626, -2.4222, 2.8848], [-1.2284, 2.4286, 2.8018], [-0.9498, 4.0319, 2.1614], [0.1156, 2.6648, 1.6928], [-3.9916, 3.0415, 0.3698], [-3.4624, 3.5996, 1.9562], [-2.8835, 4.4761, 0.6005], [2.1096, 2.5321, 0.6562], [1.7183, 1.3556, -2.6949], [-2.3942, 0.5937, -2.0712], [-0.9666, 1.3462, -2.7863], [-1.5737, -1.3214, -2.4417], [-0.5011, -1.5822, -4.1640], [0.8865, -1.1468, -3.4323], [1.0031, -1.0733, -1.1637], [-0.1337, -3.2115, -2.1810], [-1.1849, -3.1406, -0.7754], [0.8263, -4.5949, -0.4601], [0.8729, -3.2570, 0.6949], [4.5276, -3.9921, 1.7375], [3.7910, -5.4661, 1.1549], [2.7712, -4.1891, 1.8226], [4.8809, -4.4457, -2.4964], [3.4395, -5.4445, -2.2338], [4.8460, -5.6477, -1.2054], [5.7812, -2.4473, -0.8778], [4.8513, -1.6856, 0.4267], [4.3999, -1.4117, -1.2490], [-1.8323, -0.8575, -0.1423], [-0.9799, 0.1532, 1.8953], [0.6435, -0.4651, 1.5929], [-1.1631, -2.7165, 1.3988], [-1.6913, -1.7505, 2.7600], [0.1754, -3.3686, 3.0353], [-6.2695, 7.1087, 0.7648], [-4.8506, 7.1047, 1.5831], [-4.9678, 7.7790, 3.0675], [-3.3803, 6.5065, 2.1570], [-4.1257, 6.7314, 0.1385], [-5.4795, 5.7297, 2.2480], [-4.7211, 8.6672, 1.0989]], "lowdin_charge": [-0.018, -0.377, -0.019, 0.100, -0.470, 0.236, -0.199, -0.217, 0.402, -0.048, -0.097, 0.136, -0.202, -0.105, -0.235, -0.220, 0.423, -0.140, -0.156, -0.153, -0.216, -0.090, -0.238, -0.066, 0.101, 0.098, 0.041, 0.090, 0.094, 0.092, 0.090, 0.073, 0.142, 0.106, 0.174, 0.108, 0.104, 0.128, 0.123, 0.126, 0.135, 0.095, 0.039, 0.034, 0.022, 0.031, 0.031, 0.034, 0.037, 0.035, 0.030, 0.164, 0.110, 0.126, 0.102, 0.124, 0.090, -0.196, 0.309, -0.193, -0.248, -0.220, -0.213, -0.199]}

***

Entry 4:
{"formula": "C14H33F6NNaO17S6", "method": "the ωB97M-V functional and the def2-TZVPD basis", "relative_energy_kj_mol": 389.6, "charge": -1, "gap_ev": 4.828, "fmax_ev_per_a": 4.724, "symbols": ["Na", "C", "F", "F", "F", "S", "O", "O", "N", "S", "O", "O", "C", "F", "F", "F", "O", "H", "O", "S", "O", "O", "C", "C", "C", "H", "H", "H", "H", "H", "H", "H", "H", "O", "S", "O", "O", "C", "C", "C", "H", "H", "H", "H", "H", "H", "H", "H", "O", "S", "O", "O", "C", "C", "C", "H", "H", "H", "H", "H", "H", "H", "H", "O", "S", "O", "O", "C", "C", "C", "H", "H", "H", "H", "H", "H", "H", "H"], "coordinates": [[0.5396, 0.1346, -0.7366], [-0.6528, -3.2034, -3.3829], [-1.3309, -2.1706, -3.6418], [-1.2434, -4.3015, -3.9252], [0.5818, -3.0347, -3.9278], [-0.4760, -3.5376, -1.3846], [0.0919, -4.8621, -1.1619], [0.3399, -2.4350, -0.8684], [-2.2125, -3.3710, -0.9275], [-2.8509, -4.8116, -0.8943], [-4.2582, -4.7109, -1.2244], [-2.1724, -5.9405, -1.5004], [-2.8233, -5.2177, 1.0107], [-1.6157, -4.9158, 1.4088], [-3.8412, -4.4038, 1.5381], [-3.0176, -6.5418, 1.1324], [-2.1173, -0.2113, -0.9572], [-2.3268, 0.7359, -1.0726], [-0.3226, -0.6007, 1.8165], [-1.5868, -1.1012, 2.3850], [-2.6066, -1.7622, 1.5855], [-1.2848, -1.9496, 3.7923], [-2.4434, -2.4566, 4.5292], [-2.2414, -3.8629, 4.9885], [-2.2882, 0.4622, 3.0546], [-3.4042, -2.2620, 4.0527], [-2.6014, -1.8999, 5.4529], [-1.3265, -3.9014, 5.5797], [-2.3269, -4.4463, 4.0718], [-3.0565, -4.0129, 5.6964], [-2.3443, 0.9671, 2.0902], [-1.5382, 0.9404, 3.6847], [-3.1509, 0.2569, 3.6884], [2.6766, 0.5408, 0.4847], [3.6812, 0.1179, 1.4801], [3.2554, -0.5693, 2.7232], [4.8093, -0.9605, 0.7791], [6.0300, -1.1693, 1.4185], [6.6956, -2.4191, 0.9320], [4.7749, 1.5950, 1.9762], [5.8662, -1.3194, 2.4856], [6.7286, -0.3445, 1.2781], [6.8844, -2.2138, -0.1217], [6.0366, -3.2830, 1.0190], [7.7109, -2.5837, 1.2929], [5.6225, 1.7155, 1.3015], [5.0939, 1.4835, 3.0125], [4.1472, 2.4809, 2.0725], [1.5527, 2.9309, 1.7225], [0.6520, 3.2539, 0.6471], [-0.0578, 2.3353, -0.1995], [-0.4674, 4.3273, 1.3071], [-1.7488, 4.5326, 0.7726], [-2.8023, 5.1974, 1.5847], [1.4319, 4.4686, -0.4874], [-2.3108, 3.6606, 0.4381], [-1.4581, 5.0533, -0.1398], [-2.5166, 6.2180, 1.8394], [-2.9579, 4.7167, 2.5505], [-3.7025, 5.4281, 1.0150], [2.0935, 3.7797, -1.0127], [1.9501, 5.1819, 0.1534], [0.7522, 4.7793, -1.2809], [1.5442, 3.3807, -3.1794], [0.8165, 2.1807, -3.5564], [0.8880, 0.9775, -2.8087], [-0.7392, 2.5816, -3.9170], [-1.6467, 1.5349, -4.2792], [-2.8011, 2.3096, -4.6788], [1.3501, 1.8221, -5.2428], [-1.9322, 0.9657, -3.3946], [-1.3123, 0.7447, -4.9514], [-3.6612, 1.6552, -4.8204], [-2.4671, 2.9234, -5.5154], [-2.9260, 3.0667, -3.9047], [0.9537, 0.8631, -5.5762], [2.4363, 1.9130, -5.2313], [0.9823, 2.5744, -5.9405]], "lowdin_charge": [0.285, -0.641, 0.195, 0.102, 0.088, 0.740, -0.338, -0.337, -0.257, 0.529, -0.332, -0.343, -0.605, 0.135, 0.053, 0.110, -0.470, -0.164, -0.303, 0.681, -0.274, -0.258, -0.309, -0.066, -0.102, 0.115, 0.104, 0.085, 0.075, 0.081, 0.055, 0.060, 0.055, -0.295, 0.783, -0.293, -0.243, -0.359, -0.068, -0.080, 0.118, 0.110, 0.078, 0.093, 0.083, 0.058, 0.065, 0.047, -0.267, 0.687, -0.272, -0.255, -0.320, -0.075, -0.095, 0.121, 0.116, 0.069, 0.086, 0.088, 0.044, 0.073, 0.065, -0.294, 0.665, -0.250, -0.257, -0.306, -0.077, -0.108, 0.105, 0.127, 0.102, 0.082, 0.091, 0.069, 0.069, 0.072]}